[1]
Below is C6H11BO2 in the gas phase, with properties calculated with ωB97M-V/def2-TZVPD.

Gap between HOMO and LUMO, Eh: 0.3088
Charge: 0
E_tot, eV: -11168.905
Energy relative to the best compared isomer or geometry (same formula, charge and spin), kJ/mol: 382.7
Max |F|, eV/Å: 4.8
Lowest unoccupied orbital energy, eV: 0.09

Each line ends with the Löwdin charge.
Positions of all 20 atoms, in Å:
B  -1.92  -0.44  -0.05  -0.103
C  -3.55  1.36  0.06  0.013
C  -3.41  0.04  -0.15  -0.056
C  0.15  -1.50  -0.29  -0.096
C  0.78  0.04  -0.11  -0.646
C  2.08  0.03  -1.04  -0.014
C  1.32  0.21  1.37  -0.062
O  -1.21  -1.50  -0.15  0.142
O  -0.09  1.04  -0.34  -0.127
H  -4.52  1.89  0.19  0.080
H  -2.67  2.00  0.28  0.077
H  -4.31  -0.56  -0.57  0.126
H  0.45  -1.80  -1.29  0.121
H  0.55  -2.08  0.52  0.124
H  2.91  0.29  -0.36  0.072
H  1.99  0.89  -1.72  0.086
H  2.27  -0.86  -1.49  0.020
H  0.50  -0.16  2.08  0.092
H  1.59  1.31  1.47  0.104
H  2.22  -0.32  1.59  0.045

---

[2]
Below is a gas-phase ion, C6H11BrNO3S (charge -1), with properties calculated with ωB97M-V/def2-TZVPD.

Gap between HOMO and LUMO, Eh: 0.2925
Charge: -1
E_tot, eV: -94911.100
Energy relative to the best compared isomer or geometry (same formula, charge and spin), kJ/mol: 98.2
Max |F|, eV/Å: 5.2
Lowest unoccupied orbital energy, eV: 3.42

Each line ends with the Löwdin charge.
Positions of all 23 atoms, in Å:
C  0.94  2.77  1.04  -0.454
C  -1.37  -1.02  -1.37  -0.068
C  0.14  -1.60  0.58  -0.109
C  -0.30  0.75  0.02  -0.143
C  -0.10  -0.65  -0.54  -0.480
C  0.93  1.33  0.60  -0.526
N  1.94  3.00  2.02  0.138
O  1.76  0.49  1.39  -0.334
O  0.12  3.61  0.71  0.053
O  3.56  1.74  0.04  -0.509
S  2.52  0.80  -0.20  0.685
Br  2.87  0.58  -2.70  -0.209
H  -2.19  -1.09  -0.81  0.004
H  -1.61  -0.22  -2.10  0.083
H  -1.23  -2.14  -1.85  0.129
H  0.28  -2.76  0.27  0.119
H  -0.88  -1.71  1.15  0.100
H  0.88  -1.14  1.26  0.059
H  -0.71  1.45  -0.79  0.150
H  -1.05  0.84  0.82  0.138
H  0.77  -0.70  -1.10  0.033
H  2.54  2.21  2.15  0.053
H  2.51  3.80  1.80  0.091

---

[3]
Below is 2 unconnected molecules or ions with the total composition C6H11BrO, with properties calculated with ωB97M-V/def2-TZVPD.

Gap between HOMO and LUMO (spin up / spin down), Eh: 0.2434 / 0.2405
Charge: 0
E_tot, eV: -78483.765
Energy relative to the best compared isomer or geometry (same formula, charge and spin), kJ/mol: 467.6
Max |F|, eV/Å: 5.1
Lowest unoccupied orbital energy (spin up / spin down), eV: -1.17 / -1.23

Each line ends with the Löwdin charge.
Positions of all 19 atoms, in Å:
C  -1.54  1.20  -1.15  0.054
C  -0.74  0.36  -0.65  0.036
C  0.47  0.28  1.42  -0.040
C  1.28  -1.07  -0.55  -0.024
C  -0.92  -1.55  0.69  -0.068
C  0.01  -0.54  0.12  -0.630
O  1.41  1.83  -1.16  -0.961
Br  0.88  3.38  -1.71  0.606
H  -1.21  2.28  -1.12  0.017
H  -2.49  0.97  -1.64  0.106
H  -0.38  1.01  1.89  0.149
H  1.31  0.95  1.09  0.084
H  0.78  -0.35  2.17  0.047
H  1.47  -0.49  -1.54  0.118
H  2.03  -0.75  0.18  0.081
H  1.26  -2.16  -0.62  0.080
H  -1.64  -1.02  1.52  0.144
H  -0.33  -2.37  1.13  0.094
H  -1.65  -1.96  -0.08  0.109

---

[4]
Below is 2 unconnected molecules or ions with the total composition C6H11Cl, with properties calculated with ωB97M-V/def2-TZVPD.

Gap between HOMO and LUMO, Eh: 0.3206
Charge: 0
E_tot, eV: -18918.453
Energy relative to the best compared isomer or geometry (same formula, charge and spin), kJ/mol: 396.3
Max |F|, eV/Å: 4.4
Lowest unoccupied orbital energy, eV: 0.70

Each line ends with the Löwdin charge.
Positions of all 18 atoms, in Å:
C  0.88  -0.66  1.16  -0.102
C  -0.52  -0.16  1.16  -0.113
C  0.42  0.16  0.01  -0.617
C  0.75  1.58  -0.09  -0.073
C  0.23  -0.43  -1.29  -0.006
C  -1.87  -1.38  -1.41  -0.536
Cl  -1.92  -1.41  -3.13  0.513
H  1.44  -0.04  1.87  0.108
H  1.16  -1.67  1.07  0.093
H  -1.47  -0.76  1.10  0.107
H  -0.46  0.61  1.98  0.113
H  1.58  1.74  -0.81  0.085
H  0.91  1.92  1.00  0.107
H  -0.09  2.22  -0.58  0.118
H  0.26  0.20  -2.24  0.089
H  0.79  -1.30  -1.52  0.059
H  -2.57  -0.67  -0.99  0.017
H  -1.58  -2.26  -0.80  0.039

---

[5]
Below is a molecular structure, C6H11ClF3LuO2Zr, with properties calculated with ωB97M-V/def2-TZVPD.

Gap between HOMO and LUMO, Eh: 0.2842
Charge: 0
E_tot, eV: -66071.348
Max |F|, eV/Å: 2.6
Lowest unoccupied orbital energy, eV: -0.25

Each line ends with the Löwdin charge.
Positions of all 25 atoms, in Å:
Lu  -0.04  0.17  0.68  1.410
Cl  -0.10  2.14  -1.03  -0.109
C  -2.16  -0.23  0.86  -0.340
H  -2.32  -0.76  1.80  -0.023
H  -2.61  -0.80  0.05  -0.015
H  -2.69  0.75  0.91  -0.020
Zr  0.58  0.29  -2.86  1.129
C  2.62  0.87  -3.41  -0.318
C  -0.86  0.16  -4.50  -0.319
C  0.57  -1.55  -1.83  -0.394
H  -1.31  -0.85  -4.54  -0.015
H  -1.70  0.85  -4.40  -0.020
H  -0.42  0.33  -5.48  -0.020
H  3.36  0.13  -3.07  -0.012
H  2.77  0.99  -4.48  -0.018
H  2.92  1.82  -2.95  -0.019
H  -0.31  -2.00  -1.30  -0.074
H  1.44  -1.98  -1.31  -0.080
F  1.68  -1.16  4.89  0.162
C  1.41  -1.98  3.87  -0.507
F  2.52  -2.70  3.58  0.154
F  0.42  -2.83  4.25  0.154
C  0.95  -1.19  2.60  -0.494
O  0.88  0.10  2.67  -0.121
O  0.61  -1.81  1.54  -0.089

---

[6]
Below is C6H11ClN2 in the gas phase, with properties calculated with ωB97M-V/def2-TZVPD.

Gap between HOMO and LUMO (spin up / spin down), Eh: 0.2805 / 0.2805
Charge: 0
E_tot, eV: -21898.809
Energy relative to the best compared isomer or geometry (same formula, charge and spin), kJ/mol: 355.1
Max |F|, eV/Å: 4.7
Lowest unoccupied orbital energy (spin up / spin down), eV: 0.63 / 0.64

Each line ends with the Löwdin charge.
Positions of all 20 atoms, in Å:
C  -1.78  -1.02  -0.02  -0.171
C  -0.40  -1.39  0.05  -0.071
C  -2.57  0.03  0.08  -0.718
C  -1.86  1.29  0.59  -0.115
C  1.97  -1.28  -0.03  -0.022
C  1.97  1.36  -0.55  -0.108
N  0.70  -0.56  -0.14  -0.200
N  0.66  0.71  -0.45  -0.039
Cl  -4.29  0.15  -0.05  0.658
H  -2.33  -1.95  -0.30  0.107
H  -0.22  -2.41  0.29  0.084
H  -2.60  2.07  0.77  0.060
H  -1.16  1.57  -0.12  0.020
H  -1.46  1.10  1.50  0.041
H  1.89  -2.36  0.06  0.091
H  2.52  -0.96  -0.88  0.081
H  2.45  -0.97  0.88  0.091
H  2.24  1.22  -1.52  0.038
H  1.65  2.44  -0.37  0.104
H  2.63  0.97  0.22  0.067

---

[7]
Below is 2 unconnected molecules or ions with the total composition C6H11ClNS, with properties calculated with ωB97M-V/def2-TZVPD.

Gap between HOMO and LUMO, Eh: 0.3242
Charge: +1
E_tot, eV: -31237.127
Energy relative to the best compared isomer or geometry (same formula, charge and spin), kJ/mol: 254.9
Max |F|, eV/Å: 3.6
Lowest unoccupied orbital energy, eV: -3.75

Each line ends with the Löwdin charge.
Positions of all 20 atoms, in Å:
C  3.28  -0.86  1.25  -0.652
C  3.55  0.40  1.01  0.068
C  -1.55  -1.02  -0.50  -0.114
C  -1.23  -0.42  -2.93  -0.146
C  1.63  0.51  2.71  -0.042
C  -0.67  -0.58  -1.61  -0.785
N  2.15  0.15  1.41  -0.132
S  0.94  -0.21  -1.38  0.803
Cl  3.38  -2.48  1.41  0.876
H  4.39  1.04  0.61  0.168
H  -2.47  -0.42  -0.36  0.099
H  -2.01  -2.08  -0.65  0.136
H  -0.86  -0.99  0.38  0.058
H  -0.64  0.06  -3.67  0.064
H  -2.35  -0.16  -2.99  0.135
H  -1.34  -1.38  -3.44  0.105
H  0.71  -0.14  2.89  0.119
H  1.28  1.59  2.70  0.118
H  2.29  0.55  3.64  0.132
H  1.45  0.01  0.66  -0.008

---

[8]
Below is C6H11ClO2 in the gas phase, with properties calculated with ωB97M-V/def2-TZVPD.

Gap between HOMO and LUMO (spin up / spin down), Eh: 0.3084 / 0.2956
Charge: 0
E_tot, eV: -23012.766
Energy relative to the best compared isomer or geometry (same formula, charge and spin), kJ/mol: 139.6
Max |F|, eV/Å: 6.6
Lowest unoccupied orbital energy (spin up / spin down), eV: 0.40 / 0.19

Each line ends with the Löwdin charge.
Positions of all 20 atoms, in Å:
C  -0.23  -1.05  0.21  -0.053
C  1.25  -2.17  -1.47  -0.667
C  1.98  -1.64  -2.66  -0.087
C  -1.29  2.67  1.41  -0.080
C  -1.28  1.26  0.76  -0.213
C  -0.18  0.18  1.07  -0.357
O  0.71  -1.17  -0.74  -0.073
O  -0.23  -0.21  2.47  -0.062
Cl  0.17  -3.53  -1.81  0.631
H  -1.16  -1.54  0.28  0.113
H  2.39  -2.58  -3.23  0.124
H  2.70  -1.09  -2.32  0.021
H  1.32  -1.18  -3.28  0.047
H  -0.54  3.27  0.75  0.103
H  -1.07  2.51  2.46  0.054
H  -2.22  3.26  1.36  0.067
H  -1.18  1.24  -0.27  0.072
H  -2.12  0.62  1.06  0.109
H  0.67  0.83  0.83  0.138
H  0.32  0.31  3.11  0.114

---

[9]
Below is a molecular structure, C6H11CrNO10, with properties calculated with ωB97M-V/def2-TZVPD.

<S²>: 6.006
Gap between HOMO and LUMO (spin up / spin down), Eh: 0.1965 / 0.2182
Charge: -2
E_tot, eV: -56785.543
Energy relative to the best compared isomer or geometry (same formula, charge and spin), kJ/mol: 191.9
Max |F|, eV/Å: 6.9
Lowest unoccupied orbital energy (spin up / spin down), eV: 4.68 / 4.62
Multiplicity: 5

Each line ends with the Löwdin charge.
Positions of all 29 atoms, in Å:
Cr  -20.32  -3.34  11.61  0.902
C  -21.84  -3.51  7.90  -0.009
C  -21.23  -3.40  9.22  -0.829
O  -21.23  -2.30  9.79  -0.042
O  -20.57  -4.23  9.76  -0.032
H  -22.17  -4.55  7.86  0.080
H  -21.09  -3.20  7.19  0.083
H  -22.72  -2.89  7.69  0.077
C  -24.35  -4.89  13.03  -0.036
C  -23.07  -4.10  13.45  -0.750
O  -22.77  -3.85  14.66  -0.062
O  -22.27  -3.81  12.58  -0.076
H  -24.13  -5.89  12.67  0.052
H  -24.70  -4.30  12.18  0.047
H  -25.19  -4.82  13.72  0.046
C  -20.22  -7.21  12.49  -0.024
C  -19.63  -5.99  13.19  -0.705
O  -19.39  -5.89  14.43  -0.053
O  -19.32  -5.01  12.47  -0.138
H  -19.51  -7.63  11.78  0.061
H  -21.18  -7.05  11.98  0.065
H  -20.47  -7.95  13.25  0.055
N  -20.17  -1.12  14.21  -0.676
O  -19.54  -0.05  14.39  -0.106
O  -20.73  -1.66  15.05  0.078
O  -20.16  -1.58  13.07  -0.101
O  -18.43  -2.42  11.03  -0.044
H  -17.65  -2.96  11.09  0.066
H  -18.16  -1.67  10.50  0.068

---

[10]
Below is a molecular structure, C6H11F2N7O6S2, with properties calculated with ωB97M-V/def2-TZVPD.

Gap between HOMO and LUMO, Eh: 0.3445
Charge: 0
E_tot, eV: -56218.082
Max |F|, eV/Å: 1.4
Lowest unoccupied orbital energy, eV: -0.55

Each line ends with the Löwdin charge.
Positions of all 34 atoms, in Å:
C  3.07  -3.17  0.36  0.014
C  3.33  -1.74  0.73  -0.451
O  3.74  -1.42  1.80  0.135
N  3.05  -0.79  -0.32  0.000
N  1.70  -0.57  -0.55  0.127
C  0.81  -0.11  0.36  -0.275
N  1.05  0.24  1.63  0.180
C  -0.14  0.59  2.10  -0.070
N  -1.09  0.48  1.19  0.164
N  -0.49  0.04  0.07  -0.059
N  -1.23  -0.18  -1.11  0.185
C  3.88  0.42  -0.35  -0.410
C  4.07  1.29  0.85  0.005
O  4.38  0.70  -1.40  0.151
H  3.43  -3.40  -0.63  0.088
H  3.54  -3.81  1.10  0.089
H  2.00  -3.37  0.39  0.086
H  1.37  -0.78  -1.48  0.154
H  -0.28  0.91  3.12  0.149
H  -2.10  0.65  1.23  0.099
H  -0.82  -0.97  -1.60  0.104
H  -2.16  -0.49  -0.82  0.096
H  4.89  0.88  1.44  0.094
H  3.19  1.39  1.46  0.060
H  4.37  2.26  0.49  0.091
N  -4.65  0.35  -1.04  -0.315
S  -5.23  1.04  -2.37  0.487
O  -4.37  2.02  -2.92  -0.274
O  -6.63  1.27  -2.35  -0.255
F  -5.05  -0.22  -3.32  -0.181
S  -4.58  1.28  0.20  0.489
O  -3.75  0.68  1.22  -0.331
O  -5.77  1.91  0.63  -0.237
F  -3.66  2.49  -0.28  -0.187

---

[11]
Below is a molecular structure, C6H11IrN5O4SbSe4, with properties calculated with ωB97M-V/def2-TZVPD.

<S²>: 1.042
Gap between HOMO and LUMO (spin up / spin down), Eh: 0.2114 / 0.1981
Charge: -1
E_tot, eV: -292806.293
Energy relative to the best compared isomer or geometry (same formula, charge and spin), kJ/mol: 293.0
Max |F|, eV/Å: 2.0
Lowest unoccupied orbital energy (spin up / spin down), eV: 1.56 / 1.21
Multiplicity: 2

Each line ends with the Löwdin charge.
Positions of all 32 atoms, in Å:
Ir  0.45  0.22  -0.04  0.517
O  -3.42  -0.54  -2.54  0.128
C  -2.43  -0.59  -1.87  -0.501
O  -1.87  0.06  -0.96  -0.111
C  -1.59  -2.27  -2.07  -0.580
O  -2.38  -3.10  -1.69  0.069
O  -0.47  -2.11  -2.47  0.095
Se  4.18  4.10  -0.81  -0.254
Sb  2.60  2.51  -1.65  -0.319
Se  0.32  2.53  -0.57  -0.059
Se  2.70  0.19  -0.35  0.098
Se  2.97  1.84  -3.91  -0.213
C  0.55  -4.61  -0.25  -0.044
N  -0.47  -3.99  0.57  -0.158
C  -1.13  -4.87  1.51  -0.050
C  -0.49  -2.63  0.70  -0.431
N  0.48  -1.86  0.40  -0.015
N  -1.70  -2.10  1.15  0.159
C  -1.95  -0.79  1.43  -0.520
N  -3.28  -0.51  1.59  0.172
N  -1.01  0.08  1.62  0.001
H  0.20  -5.60  -0.54  0.095
H  1.50  -4.71  0.28  0.097
H  0.69  -4.03  -1.16  0.090
H  -1.82  -5.55  0.99  0.093
H  -1.69  -4.30  2.25  0.084
H  -0.38  -5.47  2.04  0.092
H  1.32  -2.35  0.12  0.038
H  -2.50  -2.69  0.97  0.142
H  -3.94  -1.10  1.09  0.109
H  -3.52  0.46  1.54  0.113
H  -1.38  1.00  1.84  0.064